Density functional theory data (ωB97M-V/def2-TZVPD) for C30H33N3P2S5Sc as an isolated structure.

The geometry in ORCA input format:
```
! RIJCOSX wB97M-V def2-TZVPD def2/J DEFGRID3
* xyz -1 1
Sc 0.127 0.054 -0.123
N -1.156 1.332 -1.651
C -2.448 0.712 -1.963
C -2.235 -0.744 -2.346
N -1.474 -1.465 -1.325
C -2.235 -2.255 -0.360
C -2.598 -1.424 0.862
N -1.380 -0.832 1.413
H -1.307 2.233 -1.204
H -0.591 1.441 -2.487
H -2.976 1.228 -2.773
H -3.064 0.797 -1.067
H -1.657 -0.783 -3.271
H -3.206 -1.219 -2.536
H -0.779 -2.054 -1.772
H -1.589 -3.076 -0.043
H -3.139 -2.688 -0.806
H -3.130 -2.047 1.587
H -3.265 -0.605 0.587
H -0.814 -1.489 1.945
H -1.581 -0.033 2.012
S -2.038 2.379 1.207
P -0.100 2.956 1.359
C 1.060 1.825 0.897
P 2.161 1.133 1.997
S 1.428 -0.337 3.135
C 3.025 2.371 3.045
C 3.052 2.268 4.428
C 3.742 3.209 5.186
C 4.413 4.250 4.564
C 4.394 4.354 3.177
C 3.706 3.417 2.424
C 3.582 0.493 1.040
C 3.833 0.951 -0.248
C 4.927 0.473 -0.960
C 5.777 -0.457 -0.383
C 5.532 -0.913 0.907
C 4.438 -0.444 1.614
C 0.052 4.463 0.321
C 1.141 4.596 -0.532
C 1.288 5.738 -1.314
C 0.347 6.754 -1.239
C -0.745 6.625 -0.387
C -0.895 5.484 0.385
C 0.122 3.629 3.047
C 0.779 4.835 3.283
C 0.953 5.298 4.580
C 0.472 4.560 5.651
C -0.182 3.356 5.424
C -0.360 2.895 4.128
H 2.526 1.445 4.898
H 3.748 3.128 6.267
H 4.953 4.980 5.156
H 4.920 5.164 2.686
H 3.690 3.495 1.342
H 3.138 1.644 -0.704
H 5.093 0.805 -1.977
H 6.618 -0.846 -0.945
H 6.184 -1.655 1.352
H 4.212 -0.825 2.602
H 1.862 3.787 -0.570
H 2.137 5.831 -1.980
H 0.459 7.645 -1.845
H -1.483 7.416 -0.331
H -1.753 5.366 1.037
H 1.159 5.415 2.450
H 1.477 6.231 4.752
H 0.612 4.920 6.664
H -0.554 2.772 6.257
H -0.877 1.962 3.945
S 1.783 -3.251 -2.869
C 1.595 -1.964 -1.840
S 1.356 -0.325 -2.386
S 1.473 -2.117 -0.107
*
```

Summary:
ΔE to the lowest compared entry with this formula, charge and spin ... 0.0 kcal per mole
HOMO ... -4.466 eV
HOMO-LUMO gap ... 6.71 eV
E ... -129578.7074 eV

---

Density functional theory data (ωB97M-V/def2-TZVPD) for a 2-piece molecular cluster, C25H25N3O3 overall.

The geometry in ORCA input format:
```
! RIJCOSX wB97M-V def2-TZVPD def2/J DEFGRID3
* xyz 0 1
O 0.323 1.654 2.614
C -0.319 0.739 3.179
C 0.369 -0.519 3.503
N 1.818 -0.435 3.560
O 2.297 0.513 4.210
O 2.513 -1.302 2.991
C -0.324 -1.695 3.718
C -1.721 -1.657 3.796
C -2.405 -0.429 3.736
C -1.729 0.748 3.490
H 0.262 -2.606 3.859
H -2.257 -2.595 3.942
H -3.484 -0.406 3.901
H -2.234 1.710 3.436
C 3.001 -0.230 -4.553
N 2.011 -0.198 -3.508
C 1.241 -1.383 -3.182
C 0.409 -0.968 -1.940
C 0.878 0.416 -1.635
C 1.788 0.825 -2.646
C 2.317 2.129 -2.674
C 1.929 3.002 -1.676
C 1.172 2.563 -0.534
C 0.932 3.349 0.613
C 1.497 4.602 0.938
C 0.816 5.389 1.921
C 1.243 6.662 2.203
C 2.374 7.198 1.531
N 2.613 8.463 1.957
C 3.707 9.306 1.553
C 1.715 8.873 3.018
C 0.729 7.683 3.162
C 3.112 6.434 0.610
C 2.711 5.132 0.379
C 0.594 1.254 -0.589
H 3.540 0.720 -4.583
H 3.720 -1.044 -4.378
H 2.529 -0.406 -5.528
H 0.596 -1.669 -4.028
H 1.908 -2.231 -2.957
H -0.662 -1.000 -2.192
H 0.571 -1.659 -1.101
H 2.976 2.430 -3.489
H 2.205 4.050 -1.750
H 0.191 2.983 1.311
H -0.045 4.957 2.432
H 4.143 8.930 0.623
H 3.341 10.328 1.396
H 4.495 9.347 2.320
H 2.270 9.042 3.955
H 1.203 9.810 2.747
H -0.292 8.015 2.926
H 0.726 7.311 4.196
H 3.960 6.880 0.090
H 3.337 4.492 -0.236
H -0.052 0.931 0.224
*
```

Summary:
ΔE to the lowest compared entry with this formula, charge and spin ... 144.1 kcal per mole
HOMO ... -6.047 eV
HOMO-LUMO gap ... 4.58 eV
E ... -36938.6280 eV

---

Density functional theory data (ωB97M-V/def2-TZVPD) for C18H19N3O2Zr as an isolated structure.

The geometry in ORCA input format:
```
! RIJCOSX wB97M-V def2-TZVPD def2/J DEFGRID3
* xyz 2 1
Zr -0.094 0.319 -0.042
C -1.885 0.981 -3.859
C -0.736 0.632 -2.985
O -0.911 0.900 -1.676
C 0.425 0.086 -3.437
C 1.612 -0.100 -2.669
C 2.912 -0.329 -3.352
N 1.575 0.013 -1.346
N 2.806 0.100 -0.697
C 2.683 0.734 0.422
O 1.422 1.153 0.788
C 3.789 0.993 1.326
C 5.023 0.373 1.105
C 6.079 0.637 1.955
C 5.912 1.517 3.020
C 4.689 2.135 3.240
C 3.623 1.873 2.397
H -2.054 2.060 -3.822
H -2.793 0.495 -3.499
H -1.701 0.685 -4.887
H 0.500 -0.089 -4.500
H 2.777 -0.473 -4.419
H 3.418 -1.189 -2.911
H 3.568 0.527 -3.181
H 5.137 -0.307 0.272
H 7.034 0.159 1.789
H 6.744 1.722 3.680
H 4.571 2.823 4.065
H 2.671 2.361 2.555
C -4.662 0.231 4.649
C -3.632 0.256 3.573
C -3.979 0.356 2.224
C -2.999 0.373 1.263
N -1.681 0.297 1.565
C -1.337 0.210 2.876
C -2.267 0.185 3.881
H -5.671 0.298 4.249
H -4.502 1.057 5.344
H -4.573 -0.689 5.230
H -5.017 0.423 1.926
H -3.256 0.459 0.212
H -0.276 0.174 3.098
H -1.938 0.117 4.909
*
```

Summary:
ΔE to the lowest compared entry with this formula, charge and spin ... 11.5 kcal per mole
HOMO ... -14.278 eV
HOMO-LUMO gap ... 5.74 eV
E ... -28806.7628 eV

---

Density functional theory data (ωB97M-V/def2-TZVPD) for one molecule with the formula C7H17NO.

The geometry in ORCA input format:
```
! RIJCOSX wB97M-V def2-TZVPD def2/J DEFGRID3
* xyz 0 1
C 3.320 0.006 0.322
C 1.864 -0.545 0.501
C 0.852 0.119 -0.468
C 0.524 1.586 -0.112
C -0.390 -0.809 -0.602
N -1.280 -0.485 -1.721
C -1.239 -0.942 0.683
O -1.876 0.261 1.094
C -3.220 0.335 0.661
H 3.912 -0.660 -0.324
H 3.809 0.088 1.302
H 3.308 0.987 -0.177
H 1.586 -0.399 1.555
H 1.911 -1.631 0.317
H 1.332 0.137 -1.466
H 0.036 1.703 0.862
H -0.057 2.037 -0.930
H 1.465 2.162 -0.051
H 0.002 -1.821 -0.814
H -0.865 -0.769 -2.593
H -1.509 0.498 -1.740
H -0.682 -1.355 1.536
H -2.039 -1.671 0.450
H -3.632 1.254 1.107
H -3.804 -0.520 1.036
H -3.328 0.437 -0.428
*
```

Summary:
ΔE to the lowest compared entry with this formula, charge and spin ... 33.9 kcal per mole
HOMO ... -8.963 eV
HOMO-LUMO gap ... 10.00 eV
E ... -11071.6681 eV
SMILES ... CC[C@H](C)[C@H](N)COC

---

Density functional theory data (ωB97M-V/def2-TZVPD) for one molecule with the formula C9H4Cl2N4.

The geometry in ORCA input format:
```
! RIJCOSX wB97M-V def2-TZVPD def2/J DEFGRID3
* xyz 0 1
Cl 1.205 -3.977 -2.528
Cl -2.420 0.264 3.572
N 0.955 -1.625 -3.947
N -0.378 1.126 -1.881
N -0.479 -1.502 -0.717
C 0.642 -2.259 -2.828
C -0.054 -1.270 -1.967
C -0.028 -0.002 -2.603
C -1.578 1.817 1.634
C -1.729 0.482 2.003
C -1.107 2.005 0.278
C -1.494 -0.619 1.201
C -0.804 0.979 -0.589
C -0.871 -0.366 -0.039
N 0.545 -0.316 -3.865
H -1.679 2.614 2.392
H -0.996 3.001 -0.118
H -1.903 -1.520 1.559
H 0.662 0.463 -4.603
*
```

Summary:
HOMO ... -8.857 eV
HOMO-LUMO gap ... 7.46 eV
E ... -40401.2405 eV
SMILES ... Clc1ccc2nc3[nH]nc(Cl)c3nc2c1

---

Density functional theory data (ωB97M-V/def2-TZVPD) for C4H6N2O as an isolated structure.

The geometry in ORCA input format:
```
! RIJCOSX wB97M-V def2-TZVPD def2/J DEFGRID3
* xyz 0 1
C 0.514 -0.609 -1.729
O 1.132 0.254 -0.707
C 0.144 0.393 0.086
C -1.179 0.746 0.021
N -1.640 0.628 1.297
C -0.595 0.140 1.950
N 0.644 0.203 1.338
H -0.459 -0.861 -2.179
H 1.124 -1.650 -1.395
H 1.130 -0.069 -2.463
H -1.834 1.041 -0.767
H -0.501 0.024 2.988
H 1.521 -0.241 1.560
*
```

Summary:
ΔE to the lowest compared entry with this formula, charge and spin ... 107.6 kcal per mole
HOMO ... -7.867 eV
HOMO-LUMO gap ... 8.65 eV
E ... -9268.8357 eV

---

What is the formula in the fourth record? C7H17NO